Entry 1:
137
Properties=species:S:1:pos:R:3 method="wB97M-V/def2-TZVPD" total_charge=-1 spin_multiplicity=1 total_energy_ha=-3928.84955
O 3.0018 1.5451 5.2070
C 4.1145 1.1358 4.9267
O 5.2577 1.8285 5.1455
C 5.1255 3.2164 4.8317
C 4.7880 3.5043 3.3664
C 6.0295 3.9984 2.5924
C 7.0930 2.8953 2.5226
C 6.8014 1.7722 1.5415
C 8.0758 0.8234 1.5854
O 7.6201 -0.2610 0.8290
B 6.1662 -0.3993 1.1447
C 5.8840 -1.8433 1.9148
C 4.6261 -1.8133 2.7374
C 3.4522 -1.2668 2.2884
C 2.3479 -1.2271 3.0911
C 2.3919 -1.7344 4.3521
C 3.5423 -2.3160 4.8008
C 4.6488 -2.3545 3.9992
O 5.8478 0.8294 1.9289
H 4.2569 0.1593 4.4518
H 4.4150 3.7111 5.4952
H 6.0926 3.6632 5.0582
H 4.4240 2.6304 2.8252
H 3.9900 4.2484 3.3365
H 6.3859 4.9073 3.0819
H 5.6815 4.1872 1.5759
H 8.0124 3.3738 2.1650
H 7.3473 2.4812 3.4975
H 6.7971 2.0717 0.4851
H 8.9852 1.2236 1.1332
H 8.1227 0.5621 2.6544
H 5.6050 -0.4614 0.0409
H 5.8868 -2.6409 1.1753
H 6.7069 -1.9560 2.6274
H 3.4268 -0.8653 1.2873
H 1.4227 -0.7860 2.7386
H 1.5355 -1.6839 5.0104
H 3.5622 -2.7188 5.8060
H 5.5625 -2.8034 4.3653
C 9.1984 -5.1227 8.1836
C 9.8285 -4.2050 7.3540
C 9.4333 -4.0782 6.0314
C 8.4065 -4.8735 5.5598
C 7.7723 -5.7961 6.3698
C 8.1740 -5.9199 7.6907
N 7.9694 -4.7232 4.1611
O 8.5605 -3.9177 3.4784
O 7.0413 -5.4131 3.7887
H 9.5052 -5.2155 9.2177
H 10.6264 -3.5843 7.7384
H 9.9208 -3.3640 5.3840
H 6.9731 -6.4121 5.9847
H 7.6847 -6.6359 8.3372
C -2.6659 -3.1218 -0.3167
C -1.8365 -2.3431 0.4809
C -0.4598 -2.4218 0.3371
C 0.0657 -3.2795 -0.6109
C -0.7441 -4.0660 -1.4089
C -2.1204 -3.9856 -1.2570
N 1.5283 -3.3470 -0.7736
O 2.1922 -2.6575 -0.0359
O 1.9645 -4.0921 -1.6309
H -3.7395 -3.0533 -0.2065
H -2.2625 -1.6707 1.2142
H 0.1892 -1.8193 0.9572
H -0.3160 -4.7345 -2.1413
H -2.7680 -4.5934 -1.8748
C -7.8061 -1.3369 3.4533
C -6.6170 -1.9647 3.1033
C -6.3467 -2.2482 1.7748
C -7.2751 -1.8932 0.8118
C -8.4643 -1.2751 1.1451
C -8.7298 -0.9962 2.4750
N -6.9867 -2.1682 -0.6021
O -5.9389 -2.7266 -0.8669
O -7.8045 -1.8169 -1.4265
H -8.0120 -1.1125 4.4917
H -5.8987 -2.2309 3.8664
H -5.4222 -2.7365 1.5033
H -9.1830 -1.0063 0.3862
H -9.6565 -0.5108 2.7488
C -2.5093 -0.3699 -2.4722
C -3.8806 -0.3152 -2.6904
C -4.4303 0.7463 -3.3903
C -3.5910 1.7363 -3.8706
C -2.2237 1.7014 -3.6527
C -1.6823 0.6403 -2.9468
N -4.1623 2.8470 -4.6393
O -5.3671 2.8816 -4.7876
O -3.3912 3.6689 -5.1003
H -2.0852 -1.2034 -1.9319
H -4.5213 -1.1043 -2.3172
H -5.4960 0.7889 -3.5620
H -1.5806 2.4864 -4.0246
H -0.6159 0.5976 -2.7710
C 1.9247 1.8492 -8.8120
C 2.1149 2.7089 -7.7382
C 1.8936 2.2629 -6.4456
C 1.4867 0.9553 -6.2483
C 1.2866 0.0879 -7.3059
C 1.5076 0.5420 -8.5961
N 1.2732 0.4771 -4.8755
O 1.4374 1.2716 -3.9721
O 0.9468 -0.6830 -4.7237
H 2.1038 2.1986 -9.8208
H 2.4391 3.7269 -7.9065
H 2.0422 2.9312 -5.6093
H 0.9652 -0.9291 -7.1355
H 1.3580 -0.1251 -9.4341
C -2.3053 7.1951 -4.0288
C -1.3922 7.9691 -3.3224
C -0.0330 7.8266 -3.5543
C 0.3919 6.9086 -4.4973
C -0.5032 6.1271 -5.2025
C -1.8602 6.2724 -4.9654
N 1.8309 6.7672 -4.7675
O 2.5962 7.4539 -4.1247
O 2.1681 5.9743 -5.6258
H -3.3663 7.3113 -3.8487
H -1.7398 8.6863 -2.5913
H 0.6775 8.4271 -3.0057
H -0.1568 5.4108 -5.9332
H -2.5653 5.6690 -5.5126
C -13.5504 -0.0903 -2.3119
C -14.1105 -1.3604 -2.3408
C -13.7073 -2.3184 -1.4246
C -12.7474 -1.9864 -0.4868
C -12.1756 -0.7281 -0.4483
C -12.5813 0.2241 -1.3689
N -12.3329 -2.9953 0.5004
O -12.8411 -4.0944 0.4288
O -11.5076 -2.6687 1.3305
H -13.8706 0.6572 -3.0260
H -14.8640 -1.6042 -3.0771
H -14.1416 -3.3069 -1.4467
H -11.4247 -0.4831 0.2877
H -12.1438 1.2127 -1.3492

***

Entry 2:
39
Properties=species:S:1:pos:R:3 method="wB97M-V/def2-TZVPD" total_charge=-1 spin_multiplicity=2 e_above_lowest_ev=1.517
Cu -0.2067 -0.6265 0.9655
O -0.2108 -0.2013 4.0457
As 1.1124 -0.8957 3.0933
O 2.3794 -1.1823 4.0709
O 1.4383 0.1969 1.8457
C 0.2369 -2.6434 2.5463
C 0.8673 -3.6319 3.3001
C 0.5309 -4.9765 3.1930
C -0.4464 -5.3662 2.3021
C -1.1065 -4.4038 1.5476
C -0.7794 -3.0582 1.6402
S -2.1411 -2.0091 0.8581
O -2.3438 -1.0497 1.9447
O -3.2261 -2.9229 0.6063
O -1.6884 -1.3209 -0.3657
H -1.0357 -0.2311 3.5330
H 1.6533 -3.3254 3.9808
H 1.0415 -5.7062 3.8092
H -0.7209 -6.4093 2.2027
H -1.9063 -4.6884 0.8805
C 0.3220 4.5497 2.7732
C -0.5638 3.6069 2.0307
C -1.8386 3.7546 1.5213
C -2.1560 2.5063 0.9450
N -1.1429 1.6675 1.0875
N -0.1911 2.3500 1.7473
C -3.4013 2.0610 0.2523
H -0.2343 5.4421 3.0557
H 1.1743 4.8596 2.1655
H 0.7103 4.0872 3.6815
H -2.4584 4.6347 1.5783
H 0.6615 1.8239 1.9642
H -4.2774 2.1939 0.8892
H -3.3118 1.0055 0.0013
H -3.5671 2.6278 -0.6664
C 1.2780 -1.8697 -0.3726
H 1.4543 -1.0146 -1.0118
H 0.6458 -2.6590 -0.7512
H 2.0581 -2.1223 0.3310

***

Entry 3:
8
Properties=species:S:1:pos:R:3 method="wB97M-V/def2-TZVPD" total_charge=0 spin_multiplicity=1 e_above_lowest_ev=9.568
C -0.5857 -2.2618 -0.9278
C -1.2236 -3.1865 -0.6783
C 0.3484 1.1534 1.0788
C 0.2237 0.2125 -1.0712
O 0.0107 2.2051 0.7396
O 0.4859 0.0395 0.1588
H 0.8031 0.6670 2.0143
H -0.0625 1.1709 -1.3142

***

Entry 4:
41
Properties=species:S:1:pos:R:3 method="wB97M-V/def2-TZVPD" total_charge=-1 spin_multiplicity=4 total_energy_ha=-3894.80197
Ni 0.1467 0.8791 -0.8475
O 3.6827 1.1159 1.2548
C 2.5820 0.7694 0.8592
O 1.8366 1.3349 0.0181
C 2.0807 -0.5434 1.5291
C 2.9010 -1.0726 2.5188
C 2.5285 -2.2154 3.1721
C 1.3332 -2.9203 2.9073
C 0.5077 -2.4495 1.9533
C 0.8308 -1.2368 1.1896
O 0.0834 -0.8272 0.2882
N -0.7380 -3.2315 1.7145
O -1.5280 -2.8251 0.8897
O -0.9014 -4.2137 2.3979
N 3.4127 -2.7697 4.2311
O 3.0314 -3.7781 4.7898
O 4.4336 -2.1711 4.4694
H 3.8225 -0.5546 2.7441
H 1.0883 -3.8157 3.4582
F -0.7320 2.6309 -0.2106
Sb -1.6229 4.2211 0.5054
F -2.5057 4.3058 -1.1580
F -2.5218 5.7218 1.1790
F -0.2190 5.2503 -0.1798
F -0.6831 3.9322 2.1047
F -2.9606 3.0452 1.1143
B 1.6968 -0.1217 -5.1572
C 1.1890 0.2393 -3.7028
N 0.8006 0.4680 -2.6397
H 2.5578 0.6802 -5.4555
H 0.7358 -0.0664 -5.9000
H 2.1457 -1.2525 -5.0864
I -5.6346 1.2359 -2.9706
C -3.9125 0.5529 -2.0868
C -3.7200 -0.6678 -1.4830
N -2.4552 -0.6798 -1.0349
N -1.8257 0.4683 -1.3095
C -2.6928 1.2323 -1.9526
H -4.3824 -1.5031 -1.3415
H -1.9656 -1.3990 -0.5172
H -2.4261 2.2311 -2.2551

***

Entry 5:
8
Properties=species:S:1:pos:R:3 method="wB97M-V/def2-TZVPD" total_charge=0 smiles="N#CC(Cl)(Cl)[N+](=O)[O-]" spin_multiplicity=1 e_above_lowest_ev=0.941
N -2.3912 -0.7546 -0.0735
C -1.3043 -0.6013 0.1744
C 0.0638 -0.2136 0.4472
Cl 0.1799 0.9879 1.7359
Cl 1.1067 -1.6281 0.8826
N 0.6435 0.5575 -0.7925
O -0.0845 1.3218 -1.3602
O 1.7861 0.3304 -1.0139

***

Entry 6:
31
Properties=species:S:1:pos:R:3 method="wB97M-V/def2-TZVPD" total_charge=0 smiles=CCc1c[nH]cn1.Cc1ccc(O)cc1 spin_multiplicity=1 e_above_lowest_ev=1.402
C 0.7462 1.1050 -3.1799
C 0.9099 0.0910 -2.0623
C 1.2382 0.7634 -0.7552
C 0.9837 2.0258 -0.3039
N 1.9709 2.3505 0.5801
C 2.7958 1.2736 0.6520
N 2.3849 0.3062 -0.1070
H 1.4629 1.9198 -3.0716
H -0.1853 1.6692 -3.2480
H 0.7746 0.6099 -4.1494
H 0.0894 -0.6299 -1.9424
H 1.7221 -0.6026 -2.2855
H 0.1677 2.6351 -0.6580
H 2.0236 3.1732 1.1533
H 3.7350 1.3222 1.1753
C -0.8684 -3.6663 -0.2466
C -1.1188 -2.2861 0.2934
C -0.2281 -1.6188 1.1126
C -0.4923 -0.3607 1.6401
C -1.6566 0.2833 1.2696
O -2.0376 1.5152 1.7578
C -2.5817 -0.3189 0.4103
C -2.2482 -1.5687 -0.0815
H -0.0020 -3.7101 -0.9013
H -1.7656 -4.0160 -0.7574
H -0.7684 -4.3777 0.5754
H 0.7675 -1.9842 1.3420
H 0.3025 0.1602 2.1588
H -1.2735 1.9815 2.1161
H -3.3836 0.3580 0.1514
H -3.0388 -2.0220 -0.6759